Record 1
A 2-piece molecular cluster, C3F6N2O3 overall at a distorted geometry. Source: the Open Molecules 2025 dataset; level of theory: wB97M-V/def2-TZVPD.

relative energy (zero: lowest compared OMol25 entry of this formula, charge and spin) = 289.1 kJ/mol

The geometry in ORCA input format:
```
! RIJCOSX wB97M-V def2-TZVPD def2/J DEFGRID3
* xyz 0 1
C 0.98 -0.73 0.00
C -0.42 -0.29 -0.55
C 2.01 0.46 0.11
N -0.52 0.89 -1.04
N -2.75 0.06 0.70
O -1.70 1.39 -1.27
O -2.44 -0.26 1.77
O -3.09 0.46 -0.30
F 1.49 -1.78 -0.61
F 0.81 -1.31 1.25
F -1.34 -1.32 -0.63
F 3.12 -0.05 0.63
F 1.52 1.41 0.96
F 2.32 1.08 -1.01
*
```

Löwdin atomic charge list, values in e, 8 entries: -0.360 -0.239 -0.553 0.030 -0.120 -0.136 0.291 0.294

Record 2
C20H15Cl2F3NO6S4 as an isolated structure at a distorted geometry. Source: the Open Molecules 2025 dataset; level of theory: wB97M-V/def2-TZVPD.

relative energy (zero: lowest compared OMol25 entry of this formula, charge and spin) = 260.6 kJ/mol

The geometry in ORCA input format:
```
! RIJCOSX wB97M-V def2-TZVPD def2/J DEFGRID3
* xyz -1 1
Cl 3.58 -6.39 -0.57
C 2.38 -5.37 -1.21
C 2.78 -4.13 -1.74
C 1.78 -3.17 -2.06
C 0.43 -3.49 -1.85
S -0.87 -2.24 -2.12
C -1.13 -1.35 -0.54
Cl -2.70 -0.59 -0.53
O -0.28 -1.25 -2.99
O -2.06 -2.96 -2.48
C 0.06 -4.80 -1.51
C 1.04 -5.74 -1.15
H 3.84 -3.90 -1.89
H 2.07 -2.22 -2.50
H -1.03 -2.06 0.30
H -0.99 -5.10 -1.59
H 0.73 -6.72 -0.82
F -0.92 1.72 3.24
C -0.36 0.60 2.64
F 0.75 0.30 3.33
F -1.26 -0.41 2.74
S 0.01 1.13 1.06
N -0.33 2.02 -0.94
S 1.00 2.02 -1.85
C 1.76 0.61 -1.03
C 3.14 0.58 -1.00
C 3.80 -0.20 -0.06
C 3.04 -1.00 0.82
C 1.66 -0.97 0.79
C 1.00 0.03 0.02
O 0.51 1.76 -3.19
O 1.92 3.13 -1.64
S -1.45 3.26 -0.87
C -2.25 3.54 0.73
C -3.07 2.56 1.31
C -3.68 2.80 2.55
C -3.54 4.05 3.17
C -2.84 5.06 2.52
C -2.25 4.83 1.28
O -0.74 4.50 -1.06
O -2.49 2.80 -1.76
H 3.67 1.24 -1.65
H 4.90 -0.18 0.05
H 3.55 -1.62 1.56
H 1.07 -1.66 1.38
H -0.27 -0.56 -0.53
H -3.22 1.62 0.79
H -4.25 2.01 3.03
H -3.99 4.24 4.14
H -2.73 6.06 2.99
H -1.78 5.63 0.71
*
```

Löwdin atomic charge list, values in e, 8 entries: 0.696 -0.710 -0.081 -0.034 -0.256 0.650 -0.670 0.690

Record 3
A 2-piece molecular cluster, C3H4O2 overall at a distorted geometry. Source: the Open Molecules 2025 dataset; level of theory: wB97M-V/def2-TZVPD.

relative energy (zero: lowest compared OMol25 entry of this formula, charge and spin) = 262.6 kJ/mol
SMILES string = O=CO.C#C

The geometry in ORCA input format:
```
! RIJCOSX wB97M-V def2-TZVPD def2/J DEFGRID3
* xyz 0 1
O 2.03 -0.67 0.76
C 1.58 -0.02 -0.12
O 1.23 1.19 0.06
H 1.60 -0.47 -1.11
H 0.98 1.81 -0.65
C -1.77 -0.05 0.67
C -1.97 -0.97 -0.05
H -1.38 0.89 1.16
H -2.30 -1.72 -0.73
*
```

Löwdin atomic charge list, values in e, 8 entries: 0.087 -0.498 0.097 0.137 0.144 -0.029 -0.018 0.062

Record 4
C10H18BrF2N2O7P2S4 as an isolated structure at a distorted geometry. Source: the Open Molecules 2025 dataset; level of theory: wB97M-V/def2-TZVPD.

total energy = -165356.87842 eV

The geometry in ORCA input format:
```
! RIJCOSX wB97M-V def2-TZVPD def2/J DEFGRID3
* xyz 1 1
C 1.03 -3.17 2.73
C 1.65 -1.81 2.50
F 2.38 -1.79 1.34
C 0.76 -0.51 2.67
Br 1.03 -0.11 4.56
N 1.43 0.47 1.78
C 0.85 0.76 0.69
O 1.33 1.66 -0.17
C 1.23 2.87 0.35
N 1.19 3.89 0.91
C -0.42 -0.08 0.59
P -1.84 0.66 -0.46
O -2.97 -0.27 -0.37
P 0.08 -1.46 -0.59
S 1.32 -0.79 -1.91
C -0.70 -0.36 2.09
S -2.00 -1.63 2.55
C -1.98 -3.11 1.55
O -1.80 -1.99 3.92
O -3.28 -1.06 2.38
S -1.39 1.20 2.87
O -0.34 2.14 2.97
O -2.52 1.62 2.14
F -1.86 0.81 4.26
H 1.74 -3.77 3.28
H 0.12 -3.16 3.33
H 0.85 -3.72 1.82
H 2.42 -1.72 3.25
H 2.29 0.94 2.06
H -1.32 0.64 -1.77
H -2.09 1.98 -0.06
H 0.60 -2.59 0.05
H -1.10 -1.88 -1.24
H -1.04 -3.39 1.10
H -2.35 -3.89 2.20
H -2.72 -2.95 0.78
C 0.51 3.82 -5.20
S 0.00 2.13 -5.51
O -0.39 1.54 -4.19
C 1.64 1.50 -5.90
H -0.37 4.39 -4.89
H 1.26 3.84 -4.40
H 0.92 4.25 -6.11
H 2.31 1.67 -5.06
H 2.01 2.00 -6.79
H 1.55 0.43 -6.09
*
```

Löwdin atomic charge list, values in e, 8 entries: -0.012 -0.396 -0.009 -0.624 1.018 0.187 -0.353 0.103

Record 5
C24H20ClCsN5O4S3Se as an isolated structure at a distorted geometry. Source: the Open Molecules 2025 dataset; level of theory: wB97M-V/def2-TZVPD.

relative energy (zero: lowest compared OMol25 entry of this formula, charge and spin) = 189.8 kJ/mol

The geometry in ORCA input format:
```
! RIJCOSX wB97M-V def2-TZVPD def2/J DEFGRID3
* xyz -1 1
Cs -0.64 -1.27 -1.21
S 6.48 -2.98 1.34
C 6.13 -4.68 1.49
C 4.91 -4.98 0.89
C 4.16 -3.84 0.53
C 4.87 -2.64 0.67
C 4.27 -1.33 0.26
C 3.19 -1.40 -0.70
N 2.56 -0.32 -1.14
C 2.79 0.90 -0.57
C 4.02 1.10 0.20
C 4.37 2.42 0.62
C 3.43 3.42 0.58
C 2.13 3.25 0.00
C 1.05 4.15 0.14
C -0.14 3.96 -0.55
C -0.34 2.67 -1.13
N 0.59 1.71 -1.23
C 1.78 2.00 -0.66
C -1.26 4.87 -0.49
C -2.58 4.49 -0.55
C -3.57 5.51 -0.32
C -2.90 6.69 -0.15
S -1.21 6.58 -0.14
C 4.68 -0.03 0.66
H 6.82 -5.37 1.94
H 4.50 -5.99 0.69
H 3.16 -3.83 0.10
H 2.99 -2.39 -1.26
H 5.42 2.64 0.94
H 3.65 4.42 1.00
H 1.11 5.02 0.79
H -1.33 2.36 -1.45
H -2.87 3.44 -0.69
H -4.61 5.32 -0.13
H -3.33 7.73 -0.09
H 5.58 0.08 1.33
O -4.27 0.61 -2.95
Cl -4.47 0.07 -1.56
O -4.57 -1.47 -1.54
O -3.30 0.42 -0.65
O -5.74 0.68 -1.09
Se 3.07 -3.09 -4.26
C 1.47 -2.62 -3.62
N 0.44 -2.34 -3.13
C -5.34 -1.09 2.26
N -4.24 -1.38 1.34
C -3.55 -2.51 1.48
S -3.45 -3.29 2.98
N -2.97 -3.02 0.33
C -2.27 -4.28 0.31
H -4.99 -0.53 3.10
H -5.79 -2.02 2.62
H -6.08 -0.54 1.74
H -3.99 -0.79 0.54
H -3.51 -2.76 -0.48
H -1.62 -4.26 1.18
H -1.69 -4.33 -0.62
H -2.98 -5.14 0.29
*
```

Löwdin atomic charge list, values in e, 8 entries: 1.088 0.986 -0.418 -0.188 -0.132 -0.448 -0.161 -0.098

Record 6
C2H3ClNOP in the gas phase at a distorted geometry. Source: the Open Molecules 2025 dataset; level of theory: wB97M-V/def2-TZVPD.

relative energy (zero: lowest compared OMol25 entry of this formula, charge and spin) = 364.2 kJ/mol

The geometry in ORCA input format:
```
! RIJCOSX wB97M-V def2-TZVPD def2/J DEFGRID3
* xyz 0 1
C -0.91 0.96 -0.24
C -0.61 -0.54 0.14
N -0.31 1.99 -0.20
O 0.74 -0.79 0.05
P 2.05 -0.26 0.94
Cl 3.25 -0.24 -0.60
H -1.99 0.81 -0.39
H -1.26 -0.87 0.97
H -0.98 -1.06 -0.66
*
```

Löwdin atomic charge list, values in e, 8 entries: -0.314 -0.270 0.179 -0.568 0.456 0.190 0.114 0.133